# 1
The following is a quantum chemistry calculation of a structure of composition C2H4NO2 at a distorted geometry, from OMol25.

**Kohn-Sham gap (spin up / spin down)**: 6.7 / 6.7 eV
**Total charge**: -1
**Highest occupied orbital energy (spin up / spin down)**: -2.20 / -2.19 eV

XYZ file:
```
9
Properties=species:S:1:pos:R:3:forces:R:3
O 1.99491 0.86377 0.43189 0.5 -0.3 -0.2
H -1.38954 -0.21900 -1.10149 0.1 0.2 -0.4
H 0.01326 -1.58721 -0.13967 -0.4 1.2 2.0
H 0.90710 0.72531 -1.05948 -0.3 -0.7 0.0
N 1.38569 0.05642 -0.40661 -0.1 1.2 1.1
H 0.22110 -0.56275 1.58938 -0.3 -0.2 -1.4
C -1.16003 0.19619 -0.10827 -1.0 0.2 1.8
C -0.07298 -0.62918 0.50857 -0.7 0.2 -2.4
O -1.89951 1.15646 0.28568 2.2 -2.0 -0.4
```
Forces are in eV/Å.

=====

# 2
The following is a quantum chemistry calculation of a cluster of 2 separate species, C2H4NO2 in total at a distorted geometry, from OMol25.

**Kohn-Sham gap (spin up / spin down)**: 7.3 / 7.3 eV
**Total charge**: -1
**Highest occupied orbital energy (spin up / spin down)**: -2.95 / -2.95 eV

XYZ file:
```
9
Properties=species:S:1:pos:R:3:forces:R:3
H 1.13215 0.60160 1.35352 0.9 0.2 -0.5
C 0.19162 0.08405 1.36824 -3.3 0.8 0.7
C 0.03649 -0.45857 -0.82778 -5.5 0.6 -1.1
H 1.03689 -0.33996 -0.93356 3.1 0.0 -0.4
N -0.82025 0.35957 -1.55315 2.1 -0.4 0.8
H -0.75203 0.67121 1.20823 1.1 0.5 -0.4
O -0.01911 -0.92995 2.00831 1.0 -1.3 0.6
O -0.28603 1.35208 -2.17746 -0.4 -0.9 0.7
H -0.51972 -1.34003 -0.44635 1.0 0.6 -0.3
```
Forces are in eV/Å.

=====

# 3
The following is a quantum chemistry calculation of a cluster of 2 separate species, C2H4NO2 in total at a distorted geometry, from OMol25.

**Kohn-Sham gap**: 6.5 eV
**Total charge**: -1
**Highest occupied orbital energy**: -1.94 eV

XYZ file:
```
9
Properties=species:S:1:pos:R:3:forces:R:3
C 0.19080 -1.12198 0.00165 0.8 2.9 -0.5
H -0.15788 -1.37788 0.92126 -1.4 -0.5 2.7
H -1.66000 1.88305 0.13117 -0.4 1.8 -1.4
N 1.13491 0.07287 -0.03322 -3.1 -1.8 -2.2
O -1.43638 1.13829 0.62901 1.3 -3.0 0.5
C -0.11225 0.22294 -0.51208 0.7 1.1 1.8
O 1.90951 0.46189 0.87560 1.9 1.4 1.8
H -0.40044 0.60891 -1.45135 -0.5 0.6 -0.7
H 0.53173 -1.88809 -0.56202 0.8 -2.5 -2.0
```
Forces are in eV/Å.

=====

# 4
The following is a quantum chemistry calculation of an isolated molecule of C2H4NO2 at a distorted geometry, from OMol25.

**Spin multiplicity**: 2
**Expectation value of S²**: 0.75
**Kohn-Sham gap (spin up / spin down)**: 10.7 / 7.6 eV
**Total charge**: 0
**Highest occupied orbital energy (spin up / spin down)**: -9.93 / -9.92 eV

XYZ file:
```
9
Properties=species:S:1:pos:R:3:forces:R:3
O -0.00934 1.53748 1.00183 -0.1 -0.1 0.1
C 0.74695 0.45264 0.76523 -1.2 -0.1 -1.5
O -1.58076 -1.32836 -1.27999 0.3 0.3 0.0
H 1.68279 0.93744 0.41789 0.4 -0.6 0.8
H 0.72756 -0.22910 1.63059 0.9 0.5 0.2
H 0.73895 -1.24282 -0.58487 0.1 -0.2 0.3
C -1.02971 -0.35501 -0.79936 -0.4 -0.8 -0.6
H -1.54595 0.60564 -0.77401 0.1 0.2 0.5
N 0.26951 -0.37791 -0.37732 -0.2 0.8 0.3
```
Forces are in eV/Å.

=====

# 5
The following is a quantum chemistry calculation of the ion C2H4NO2 with charge +1 at a distorted geometry, from OMol25.

**Kohn-Sham gap**: 10.6 eV
**Total charge**: +1
**Highest occupied orbital energy**: -18.00 eV

XYZ file:
```
9
Properties=species:S:1:pos:R:3:forces:R:3
O -0.69317 1.26106 0.15654 -0.6 -2.3 -0.9
O -2.26557 -0.48144 -0.10194 -0.8 -0.2 0.0
C 0.14982 -0.67471 -0.01165 2.0 -1.1 0.0
H 0.15790 -1.13299 0.99393 0.4 0.3 0.0
H 1.45905 0.90275 0.75450 -1.6 0.7 -0.7
H 1.20209 0.97782 -0.96838 -0.3 1.0 -1.6
N -1.19033 -0.14808 -0.04944 1.1 3.7 0.0
H 0.49743 -1.49513 -0.69738 -0.9 0.9 0.2
C 0.68279 0.79072 -0.07616 0.8 -2.9 3.1
```
Forces are in eV/Å.

=====

# 6
The following is a quantum chemistry calculation of the ion C2H4NO2 with charge +1 at a distorted geometry, from OMol25.

**Kohn-Sham gap**: 11.2 eV
**Total charge**: +1
**Highest occupied orbital energy**: -15.66 eV

XYZ file:
```
9
Properties=species:S:1:pos:R:3:forces:R:3
H -1.18180 -1.40883 -0.31404 -1.5 -0.3 0.3
N -0.33364 -0.92610 -0.47670 -0.3 4.2 -3.4
O -0.23124 2.54255 0.27202 -0.2 2.4 -0.2
H 0.14678 -0.52186 1.61663 0.1 1.0 -2.5
C 0.14294 -0.02171 0.53465 -2.3 -0.3 5.4
O 1.26726 0.64712 0.16779 2.8 2.4 -1.1
C 0.20917 1.49231 0.33895 0.1 -5.1 0.4
H -0.34865 -0.25277 -1.34941 -1.0 -1.8 1.4
H 0.32917 -1.55071 -0.78990 2.4 -2.4 -0.3
```
Forces are in eV/Å.

=====

Going through the records in order, we get DFT total energy values of -7720.540, -7720.934, -7718.715, -7721.391, -7711.018, -7713.766 eV.
Going through the records in order, we get ΔE to the lowest compared entry with this formula, charge and spin values of 117.0, 107.9, 159.0, 20.6, 113.9, 50.5 kcal/mol.